ORCA calculation (the ωB97M-V functional and the def2-TZVPD basis) on a structure of composition C3H4CoLiO2 in a non-equilibrium geometry.

Geometry (Å):
O -0.47 0.23 1.61
Co 0.92 1.44 1.36
C -0.83 -0.73 0.90
O 0.03 -1.03 -0.15
C 1.20 -0.36 -0.37
C 1.27 0.85 -0.95
H 2.09 -0.94 -0.10
H 2.25 1.27 -1.18
H 0.39 1.38 -1.33
Li -2.87 -1.41 0.69
H -3.98 -0.70 -0.48

Calculated values
Spin multiplicity: 5
Orbital gap (spin up / spin down): 0.31302 / 0.28533 hartree
Charge: +2
LUMO energy (spin up / spin down): -0.3775 / -0.4097 hartree
Energy relative to the best compared isomer or geometry (same formula, charge and spin): 330.9 kJ/mol
Calculated total energy: -1656.638835 Ha
Highest occupied orbital energy (spin up / spin down): -18.8 / -18.9 eV

Here are the Mulliken charges for atoms 1 to 6, given in e: number 1, O, carries -0.45; number 2, Co, carries 1.08; number 3, C, carries 0.07; number 4, O, carries -0.18; number 5, C, carries 0.16; number 6, C, carries -0.86